Computed, not measured: a molecular structure, C54H138N7NaO21 in a non-equilibrium geometry, with the ωB97M-V functional and the def2-TZVPD basis.

Cartesian coordinates (Å):
Na 2.56087 -0.82050 -2.69068
N 1.41944 -0.22988 0.70141
O 2.18325 -0.78346 1.50401
O 1.39303 -0.59742 -0.47029
O 0.85641 0.80446 0.98208
C 4.80302 2.22249 3.66140
C 3.33526 2.01768 3.46307
C 2.57361 1.75786 4.74859
O 2.75391 3.17452 2.84919
H 5.24775 2.45788 2.69449
H 5.18687 1.27563 4.04114
H 5.07539 3.01996 4.35276
H 3.23878 1.09711 2.88747
H 2.32367 2.60022 5.39362
H 3.20072 1.09817 5.34830
H 1.66092 1.22870 4.47459
H 1.81757 2.98355 2.75757
C 8.49888 -2.25453 3.02190
C 7.51311 -2.27038 4.18996
C 6.23314 -3.14913 3.90874
O 8.17117 -2.69401 5.36836
H 9.31666 -1.57708 3.26764
H 7.95626 -1.86181 2.16200
H 8.86264 -3.25977 2.80915
H 7.12646 -1.26887 4.37859
H 5.65485 -2.68281 3.11110
H 5.69057 -3.19598 4.85293
H 6.61748 -4.14353 3.68176
H 7.63075 -2.42380 6.11437
C 0.90940 -1.69993 4.69012
C 2.21002 -2.50403 4.59983
C 2.11144 -3.59170 3.57304
O 3.23679 -1.59434 4.25093
H 0.90708 -0.96389 5.49405
H 0.13568 -2.41910 4.95894
H 0.69110 -1.16365 3.76663
H 2.49385 -3.00532 5.52517
H 1.46737 -4.41826 3.87314
H 3.10015 -4.01933 3.40664
H 1.69071 -3.21672 2.64004
H 3.15567 -1.37072 3.32087
C -0.41319 4.25148 0.58793
C -1.11481 3.59108 1.87103
C -2.10610 2.48284 1.36491
O -0.06776 2.80484 2.48543
H 0.04570 3.47856 -0.02860
H 0.45962 4.82449 0.90090
H -1.07808 4.89215 0.00865
H -1.46526 4.34612 2.57473
H -1.54500 1.81179 0.71455
H -2.94467 2.94143 0.84090
H -2.49352 1.79938 2.12047
H 0.15234 2.09233 1.88088
C -1.18778 -5.13272 3.08705
C -2.43299 -5.31636 3.95752
C -2.87604 -6.75489 3.99209
O -2.13219 -4.76919 5.21496
H -1.36635 -5.59935 2.11830
H -0.35730 -5.61422 3.60334
H -1.03465 -4.06049 2.96464
H -3.15547 -4.66183 3.46999
H -3.79118 -6.89411 4.56761
H -2.10941 -7.36836 4.46542
H -3.03891 -7.13086 2.98203
H -2.98408 -4.57482 5.61258
C 5.65656 -0.04902 1.09045
C 5.60752 -0.87762 -0.18697
C 5.89950 -2.33993 -0.10019
O 4.30532 -0.75815 -0.73819
H 5.13120 -0.50481 1.92969
H 5.31521 0.95812 0.85118
H 6.65457 0.12435 1.49294
H 6.23297 -0.44437 -0.96748
H 6.92978 -2.57454 0.16732
H 5.65322 -2.92219 -0.98812
H 5.26240 -2.72079 0.69802
H 3.67070 -0.83744 -0.02225
C -3.89333 -0.20750 -5.56946
O -2.90675 0.53136 -6.25381
C -3.29760 1.18328 -7.49581
C -2.02269 2.08759 -7.79414
N -2.09400 3.11116 -6.78403
C -0.87977 3.93422 -6.78637
C -0.69503 4.70263 -5.45494
O -0.98891 3.84809 -4.30393
C -0.78277 4.59812 -3.10025
H -4.64619 0.47757 -5.17964
H -3.51816 -0.73683 -4.69359
H -4.26598 -0.97733 -6.24519
H -4.19559 1.78629 -7.36125
H -3.45426 0.42545 -8.26343
H -2.14684 2.48783 -8.80037
H -1.20237 1.37153 -7.74472
H -2.37937 2.77829 -5.87416
H -0.97443 4.65225 -7.60096
H 0.00721 3.36153 -7.05729
H -1.29182 5.60540 -5.32476
H 0.28699 5.16851 -5.37316
H 0.23433 4.97167 -2.98157
H -0.96627 4.02326 -2.19254
H -1.40492 5.49222 -3.14055
C -3.08709 2.04957 -2.44169
O -4.31307 1.66916 -1.79865
C -4.31844 0.39244 -1.19146
C -5.69665 0.07370 -0.51033
N -6.87628 0.31304 -1.36395
C -6.98913 -0.70764 -2.42794
C -7.80794 -0.19659 -3.65337
O -7.01003 0.55323 -4.53379
C -7.70203 1.12373 -5.63304
H -2.78066 1.48836 -3.32445
H -2.15871 2.05522 -1.87058
H -3.27122 3.10572 -2.63850
H -3.61318 0.48437 -0.36548
H -4.01909 -0.39130 -1.88734
H -5.68867 0.64824 0.41593
H -5.68863 -0.96422 -0.17750
H -6.66743 1.13886 -1.90661
H -7.36754 -1.66528 -2.07039
H -5.99041 -0.91111 -2.81430
H -8.65824 0.39703 -3.31763
H -8.20064 -1.07030 -4.17349
H -6.87116 1.61462 -6.13978
H -8.43904 1.88571 -5.37943
H -8.06015 0.39308 -6.35831
C -3.79789 -3.51744 -3.60817
O -3.20637 -2.65514 -2.61746
C -2.01711 -3.21463 -2.07219
C -1.44017 -2.35666 -0.96781
N -2.24150 -2.41574 0.25079
C -1.70570 -1.60853 1.32074
C -2.70356 -1.48386 2.46706
O -3.80120 -0.64515 2.07074
C -4.98295 -0.99030 2.77079
H -4.78667 -3.11304 -3.82465
H -3.95413 -4.55003 -3.29598
H -3.24896 -3.51127 -4.54984
H -1.29336 -3.32220 -2.88010
H -2.15026 -4.23987 -1.72687
H -1.34859 -1.33121 -1.32582
H -0.41886 -2.70180 -0.80691
H -3.18346 -2.10846 0.05485
H -1.40565 -0.61103 0.99972
H -0.80850 -2.06233 1.74169
H -2.19002 -1.05357 3.32685
H -3.01157 -2.49741 2.72387
H -4.65041 -1.25512 3.77447
H -5.38344 -1.91118 2.34688
H -5.77092 -0.23815 2.80921
C -2.79221 -1.50949 6.98877
O -2.35680 -0.17284 7.06695
C -2.41979 0.43037 5.78283
C -2.22217 2.00085 5.88577
N -3.41382 2.68228 6.47289
C -3.21602 4.14624 6.41380
C -4.36451 4.90367 7.08968
O -4.16055 4.75731 8.49062
C -5.22060 5.36272 9.21044
H -3.83348 -1.50980 6.66648
H -2.80642 -2.05821 7.93047
H -2.26900 -2.15643 6.28463
H -3.39135 0.20527 5.34295
H -1.61271 0.02966 5.16951
H -2.16228 2.29242 4.83720
H -1.31584 2.25489 6.43544
H -3.38879 2.52007 7.46947
H -3.12258 4.55213 5.40651
H -2.28976 4.42325 6.91719
H -5.32058 4.48912 6.77004
H -4.31695 5.97072 6.87235
H -4.90254 5.35822 10.25299
H -6.23211 4.97643 9.08500
H -5.36239 6.39616 8.89423
C 6.13718 1.01926 -6.40887
O 5.76212 -0.36315 -6.08234
C 5.71332 -0.60975 -4.65132
C 5.02914 -1.96057 -4.35136
N 3.61635 -1.83619 -4.73172
C 3.05182 -3.15050 -4.78491
C 3.16498 -4.00078 -3.50176
O 2.56487 -3.40365 -2.36306
C 2.55921 -4.13013 -1.19098
H 7.18196 1.27731 -6.23584
H 5.53463 1.78191 -5.91551
H 6.09535 1.15854 -7.48913
H 5.19566 0.23429 -4.19555
H 6.74606 -0.68270 -4.31040
H 5.06213 -1.99801 -3.26250
H 5.56565 -2.80971 -4.77472
H 3.61376 -1.45082 -5.66531
H 3.50651 -3.63490 -5.64902
H 2.00089 -3.16911 -5.07350
H 4.21627 -4.27183 -3.40471
H 2.67422 -4.95561 -3.69032
H 2.12780 -5.12001 -1.33967
H 2.07909 -3.52945 -0.41847
H 3.57141 -4.25646 -0.80680
C 4.72484 4.09824 -0.38085
O 3.83103 3.59909 -1.31007
C 2.93671 2.64539 -0.83877
C 1.98472 2.24417 -1.95858
N 2.70652 1.72965 -3.10583
C 1.97206 1.88460 -4.36344
C 0.69194 1.05507 -4.52817
O 0.90106 -0.36390 -4.44462
C -0.20480 -1.16213 -4.86480
H 5.48149 3.39287 -0.03729
H 4.26509 4.54318 0.50162
H 5.38902 4.85982 -0.78943
H 2.36153 3.00615 0.01394
H 3.41881 1.76123 -0.42170
H 1.60910 3.20556 -2.30897
H 1.09760 1.65857 -1.71736
H 3.48567 2.37148 -3.07317
H 2.64750 1.66148 -5.18933
H 1.88391 2.94485 -4.60053
H 0.20252 1.26471 -5.47930
H -0.06564 1.39049 -3.81988
H -0.52317 -0.94877 -5.88519
H -1.12960 -0.91171 -4.34508
H 0.01658 -2.22634 -4.78381

Strongest force on any atom ... 3.62 eV/Å
Calculated total energy ... -116070.205 eV


Computed, not measured: a molecular structure, C54H140BeN10O16 in a non-equilibrium geometry, with the ωB97M-V functional and the def2-TZVPD basis.

Cartesian coordinates (Å):
Be 0.70701 1.62270 3.13046
C -0.45865 -1.55965 -0.16587
C -0.49239 0.00055 -0.02122
C -1.59250 0.60543 -0.84535
O -0.58305 0.40513 1.29823
H -1.39742 -1.99432 0.17747
H 0.41385 -1.87361 0.40708
H -0.38906 -2.02922 -1.14707
H 0.39967 0.43568 -0.47178
H -2.60179 0.45019 -0.46413
H -1.45928 0.30004 -1.88318
H -1.55262 1.69437 -0.87234
C 3.99680 2.26026 6.74334
C 3.97425 1.53733 5.38850
C 4.26359 0.04585 5.51618
O 2.81555 1.62075 4.60168
H 4.88808 1.87453 7.23825
H 3.16664 1.96848 7.38662
H 4.17347 3.32839 6.61697
H 4.73827 2.10629 4.85872
H 4.38153 -0.48540 4.57174
H 3.40583 -0.35887 6.05336
H 5.19878 -0.02241 6.07193
C -6.87183 -4.76447 -2.16702
O -5.86488 -3.82655 -2.43762
C -6.26271 -2.49629 -2.33093
C -5.02752 -1.54232 -2.60476
N -4.48178 -1.60691 -3.98893
C -3.09653 -1.11247 -3.96906
C -2.22152 -1.94076 -4.94730
O -2.09171 -3.34128 -4.69541
C -1.41351 -3.74613 -3.59424
H -7.57188 -4.77312 -3.00246
H -7.38181 -4.56720 -1.22410
H -6.44747 -5.76847 -2.17025
H -6.73063 -2.24117 -1.38010
H -7.11861 -2.17068 -2.92212
H -4.31225 -1.60226 -1.78445
H -5.46915 -0.54995 -2.51383
H -4.65529 -2.47389 -4.47713
H -2.68862 -1.02073 -2.96243
H -3.09813 -0.08756 -4.34009
H -1.27617 -1.42746 -5.12317
H -2.62732 -1.78876 -5.94746
H -1.83929 -3.24987 -2.72215
H -0.37763 -3.45042 -3.42805
H -1.52323 -4.82900 -3.53547
C -0.57955 6.16649 6.08505
O -0.64742 4.78583 6.24981
C 0.55091 4.09058 6.46158
C 0.22053 2.52607 6.54420
N -0.64971 2.18477 5.34146
C -1.32906 0.83432 5.51182
C -0.39145 -0.37367 5.71550
O 0.28262 -0.45320 4.46526
C 1.27611 -1.56839 4.40890
H -0.19294 6.73765 6.92910
H -1.62483 6.42025 5.90871
H 0.09473 6.41786 5.26635
H 1.05276 4.56796 7.30321
H 1.24990 4.34626 5.66525
H -0.38960 2.22935 7.39731
H 0.99928 1.76344 6.55074
H -1.40332 2.85714 5.35092
H -1.85954 0.68293 4.57173
H -2.03482 0.85453 6.34224
H -1.09671 -1.15594 5.99616
H 0.32379 -0.15061 6.50719
H 1.19268 -2.16960 3.50353
H 1.03860 -2.22488 5.24598
H 2.34048 -1.33348 4.41449
C 4.64498 7.63971 -1.94949
O 4.37200 6.30005 -1.80074
C 3.54103 5.82904 -2.82508
C 2.14955 5.40479 -2.29461
N 1.37276 6.63160 -1.82428
C 1.16032 7.60761 -2.92248
C 0.17375 8.73187 -2.56399
O 0.51579 9.91124 -3.18455
C -0.47319 10.91699 -3.07068
H 4.96764 7.97626 -2.93474
H 5.32682 7.85197 -1.12599
H 3.88438 8.33354 -1.59144
H 4.02973 4.99246 -3.32449
H 3.32907 6.51905 -3.64183
H 2.21834 4.62304 -1.53815
H 1.85710 4.94492 -3.23858
H 1.94891 7.14485 -1.17257
H 0.81387 7.19370 -3.86944
H 2.06719 8.04271 -3.34246
H -0.03211 8.89882 -1.50671
H -0.76033 8.27835 -2.89551
H 0.02828 11.66636 -3.68312
H -0.62955 11.57864 -2.21870
H -1.41546 10.53070 -3.45929
C -2.83283 2.77454 2.32189
O -1.52020 3.17427 2.75561
C -1.15995 4.35076 1.97252
C 0.15337 4.99100 2.54403
N 1.23571 4.02986 2.67595
C 1.80951 3.89566 1.37176
C 2.96210 2.87753 1.34038
O 2.38156 1.59434 1.40632
C 3.31458 0.51604 1.16097
H -3.43265 2.09719 2.92976
H -2.73994 2.30478 1.34271
H -3.61045 3.53672 2.27203
H -1.93060 5.11838 1.90205
H -1.08685 4.08326 0.91838
H -0.18715 5.33781 3.51967
H 0.43277 5.90213 2.01500
H 1.99443 4.39769 3.23195
H 2.27366 4.85530 1.14428
H 1.18180 3.71220 0.49974
H 3.75471 3.10215 2.05411
H 3.37286 2.95458 0.33368
H 2.73030 -0.38855 1.32957
H 4.14363 0.40751 1.86026
H 3.67255 0.40916 0.13699
C 2.47346 1.82592 -4.12666
C 3.78905 1.00994 -3.98376
C 3.94435 -0.19985 -4.96334
O 4.51132 -1.30394 -4.29298
C 5.88749 -0.98704 -3.85812
N 4.81295 2.03992 -3.97979
H 2.53522 2.76238 -3.57229
H 1.62005 1.20938 -3.84437
H 2.33362 1.88531 -5.20602
H 3.77420 0.57635 -2.98383
H 4.41290 0.00301 -5.92636
H 2.90781 -0.45089 -5.18844
H 6.44729 -1.86572 -4.17850
H 6.01210 -0.92640 -2.77696
H 6.41192 -0.10251 -4.21963
H 4.99433 2.48255 -3.09026
H 5.72666 1.66078 -4.18350
C 0.19603 -4.46243 2.19224
C -1.15153 -4.84156 1.61557
C -1.14101 -5.25809 0.13437
O -2.44280 -5.69427 -0.43224
C -3.43017 -4.70208 -0.54910
N -1.61686 -5.89949 2.42381
H 0.11595 -4.22983 3.25412
H 0.70704 -3.62792 1.71207
H 0.88318 -5.26094 1.91242
H -1.95505 -4.10615 1.57547
H -0.52766 -6.14010 -0.04988
H -0.87327 -4.39978 -0.48184
H -3.28663 -4.03897 -1.40220
H -3.52594 -4.15399 0.38820
H -4.35205 -5.21637 -0.82068
H -2.38034 -6.24544 1.86033
H -0.90437 -6.58779 2.62054
C -3.58327 4.94898 -1.69995
C -4.94834 4.19136 -1.79515
C -5.04195 2.85696 -0.92949
O -6.21148 2.05475 -1.17982
C -6.29921 0.88476 -0.35920
N -6.07392 5.02926 -1.39985
H -3.14824 5.09382 -0.71107
H -3.51963 5.89762 -2.23300
H -2.84341 4.32166 -2.19711
H -4.97371 3.95583 -2.85910
H -4.94125 3.00400 0.14584
H -4.19428 2.25530 -1.25746
H -5.36238 0.36635 -0.15499
H -6.95934 0.11668 -0.76216
H -6.56788 1.24380 0.63428
H -6.99464 4.61567 -1.43608
H -6.13732 5.85682 -1.97538
C -2.69382 -2.30135 3.13272
C -3.78541 -1.72306 2.03487
C -5.24111 -2.19572 2.39485
O -6.11413 -2.01100 1.32327
C -7.44594 -2.34418 1.68668
N -3.54737 -0.28580 2.01229
H -2.79332 -1.74832 4.06672
H -1.64330 -2.25064 2.84647
H -3.00421 -3.34617 3.14323
H -3.49448 -2.08258 1.04786
H -5.66207 -1.68865 3.26306
H -5.38209 -3.20875 2.77165
H -7.51961 -3.37309 2.03884
H -8.08133 -2.06729 0.84542
H -7.75414 -1.76516 2.55722
H -4.21239 0.04565 1.32819
H -2.60716 -0.25325 1.64481
C 2.82422 -6.65525 -3.34733
C 3.91268 -5.64500 -3.38635
C 4.14822 -5.20361 -4.87365
O 2.83344 -4.98627 -5.52843
C 2.15861 -3.82298 -5.30940
N 3.43461 -4.51596 -2.56889
H 3.02641 -7.21429 -4.26095
H 1.81875 -6.23449 -3.33735
H 2.86378 -7.32587 -2.48896
H 4.81580 -6.13033 -3.01630
H 4.61646 -6.02783 -5.41173
H 4.69640 -4.27721 -5.04507
H 1.36428 -3.64857 -6.03516
H 2.83655 -3.01597 -5.03147
H 1.65021 -3.98188 -4.35842
H 4.02560 -3.70744 -2.69973
H 2.46243 -4.33152 -2.77125
C 3.20936 -5.30818 0.50690
C 3.59832 -6.70525 0.23729
C 4.95475 -7.11396 0.76850
O 5.25014 -8.42416 0.19580
C 5.95192 -8.67198 -1.05066
N 2.56127 -7.59221 0.62111
H 4.16766 -4.79219 0.44773
H 2.78583 -5.11618 1.49273
H 2.55336 -4.91985 -0.27218
H 3.63228 -6.83578 -0.84433
H 4.86460 -7.38049 1.82157
H 5.85267 -6.50415 0.66860
H 6.86131 -8.10019 -0.86582
H 5.50252 -8.16473 -1.90438
H 6.02243 -9.71206 -1.36903
H 2.98625 -8.50599 0.55407
H 1.65586 -7.44854 0.19720

Strongest force on any atom ... 3.50 eV/Å
Calculated total energy ... -106310.788 eV